Here is a structure of composition C36H44MnN7OSiTe from the OMol25 dataset. Energies are from wB97M-V/def2-TZVPD.

expectation value of S² = 2.1675

```
! wB97M-V def2-TZVPD RIJCOSX def2/J DEFGRID3
* xyz 2 3
Mn -0.276 0.447 0.099
N 2.284 0.149 -2.109
C 2.691 0.107 -0.834
N 3.975 -0.072 -0.609
C 4.365 -0.115 0.668
N 5.650 -0.260 0.932
N 3.510 -0.016 1.719
C 2.260 0.145 1.411
N 1.753 0.228 0.155
C 1.262 0.225 2.493
C 1.601 0.037 3.819
C 0.599 0.057 4.776
C -0.710 0.252 4.360
C -0.967 0.444 3.016
N -0.005 0.442 2.088
H 2.999 0.120 -2.817
H 1.373 0.499 -2.341
H 6.309 -0.323 0.175
H 5.966 -0.294 1.887
H 2.640 -0.128 4.065
H 0.831 -0.088 5.822
H -1.528 0.258 5.066
H -1.978 0.594 2.661
C 1.147 3.390 1.652
Si 0.061 2.810 0.210
C 0.982 3.305 -1.387
C -1.575 3.734 0.438
C -1.774 4.958 -0.198
C -2.836 5.780 0.152
C -3.691 5.411 1.179
C -3.506 4.195 1.823
C -2.481 3.350 1.431
H 1.312 4.464 1.544
H 2.126 2.904 1.666
H 0.672 3.228 2.621
H 1.152 4.384 -1.337
H 0.441 3.103 -2.313
H 1.964 2.834 -1.446
H -1.082 5.285 -0.966
H -2.987 6.718 -0.366
H -4.490 6.071 1.491
H -4.158 3.916 2.642
H -2.342 2.405 1.944
C -1.255 -2.105 0.401
C -2.356 -1.174 -0.070
O -3.418 -1.689 -0.437
N -2.162 0.163 -0.164
Te -3.966 0.637 -1.119
C -4.226 2.615 -1.868
C -3.499 3.212 -2.903
C -2.138 2.707 -3.283
C -4.049 4.286 -3.584
C -5.317 4.767 -3.284
C -5.935 5.899 -4.049
C -6.011 4.176 -2.233
C -5.493 3.116 -1.503
C -6.335 2.577 -0.368
C -3.523 -0.304 -2.979
C -2.268 -0.586 -3.520
C -0.918 -0.164 -2.976
C -2.212 -1.323 -4.702
C -3.344 -1.788 -5.350
C -3.241 -2.600 -6.606
C -4.582 -1.485 -4.792
C -4.692 -0.755 -3.623
C -6.060 -0.475 -3.052
H -1.707 -2.854 1.050
H -0.420 -1.648 0.939
H -0.872 -2.640 -0.470
H -1.602 2.405 -2.382
H -1.560 3.482 -3.787
H -2.214 1.857 -3.963
H -3.476 4.754 -4.377
H -5.298 6.230 -4.866
H -6.121 6.745 -3.385
H -6.897 5.596 -4.463
H -6.993 4.557 -1.976
H -6.955 3.378 0.032
H -5.734 2.186 0.449
H -7.013 1.790 -0.707
H -0.997 0.667 -2.270
H -0.293 0.160 -3.810
H -0.422 -1.022 -2.512
H -1.238 -1.533 -5.131
H -2.214 -2.661 -6.958
H -3.854 -2.168 -7.398
H -3.603 -3.613 -6.428
H -5.483 -1.839 -5.279
H -6.837 -0.882 -3.695
H -6.238 0.601 -2.960
H -6.172 -0.945 -2.071
*
```

=====

Here is a structure of composition C10H16O8Rb from the OMol25 dataset. Energies are from wB97M-V/def2-TZVPD.

```
! wB97M-V def2-TZVPD RIJCOSX def2/J DEFGRID3
* xyz -1 1
Rb -6.240 -0.244 0.996
O -3.511 -2.141 0.493
C -2.810 -0.976 0.237
C -2.040 -0.766 -1.110
O -2.695 -0.218 -2.224
H -1.913 -1.017 0.898
H -3.361 -0.033 0.398
H -1.784 -1.772 -1.498
H -1.108 -0.163 -1.017
C 1.994 3.835 -2.443
C 0.902 2.877 -2.907
C -0.267 2.843 -1.883
O -1.391 2.870 -2.773
C -1.029 3.184 -4.019
O -1.791 3.363 -4.912
O 0.328 3.265 -4.111
H 2.555 3.450 -1.584
H 1.581 4.797 -2.140
H 2.802 3.905 -3.176
H 1.354 1.881 -2.851
H -0.313 3.790 -1.339
H -0.260 1.950 -1.266
C 1.153 -2.077 1.396
C 1.235 -3.019 2.594
C 2.568 -3.143 3.345
O 2.226 -3.025 4.727
C 0.902 -2.665 4.833
O 0.373 -2.428 5.862
O 0.372 -2.525 3.628
H 0.625 -2.532 0.556
H 2.076 -1.593 1.084
H 0.432 -1.279 1.603
H 0.810 -3.993 2.339
H 3.186 -2.287 3.066
H 3.040 -4.111 3.200
*
```

=====

Here is a cluster of 2 separate species, C25H47F5IN2O9P2S2 in total from the OMol25 dataset. Energies are from wB97M-V/def2-TZVPD.

```
! wB97M-V def2-TZVPD RIJCOSX def2/J DEFGRID3
* xyz 1 1
C 4.919 -0.048 1.226
O 5.476 0.217 -0.081
C 4.412 0.296 -1.082
C 3.580 1.613 -0.757
C 2.512 2.007 -1.920
C 1.217 1.041 -1.718
C 0.146 1.616 -0.717
C -1.368 1.907 -1.119
P -1.165 2.871 -2.756
O 0.058 3.818 -2.740
O -2.466 3.775 -3.314
O -0.835 1.839 -4.087
C -2.297 0.555 -1.355
C -1.514 -0.671 -1.998
C -0.598 -1.558 -1.034
C -0.936 -3.131 -1.084
O -0.811 -3.808 -0.054
O -1.354 -3.750 -2.292
P -3.727 0.830 -2.616
O -3.370 0.303 -4.035
C -2.995 0.132 0.048
C -3.584 -1.303 0.278
C -4.427 -2.103 -0.765
C -4.183 -3.708 -0.585
O -5.888 -1.995 -0.599
C -3.917 1.314 0.681
I -6.039 1.200 0.213
N -3.450 2.656 0.219
S -4.262 3.853 1.279
C -1.958 2.839 0.097
S -1.923 4.687 -0.430
C -1.179 2.957 1.462
C -1.279 1.919 2.647
C 0.180 1.327 3.072
C 0.974 2.286 4.062
F 0.504 3.605 4.118
F 2.312 2.375 3.560
C 1.109 1.579 5.488
F 1.726 0.314 5.385
F 1.889 2.298 6.395
F -0.198 1.350 5.954
H 3.982 -0.691 1.165
H 4.601 0.912 1.779
H 5.720 -0.520 1.898
H 4.905 0.354 -2.104
H 3.767 -0.639 -0.971
H 4.293 2.500 -0.642
H 2.942 1.537 0.198
H 2.980 1.874 -2.953
H 2.281 3.099 -1.733
H 1.697 0.125 -1.211
H 0.915 0.697 -2.741
H 0.126 0.956 0.206
H 0.591 2.661 -0.516
H -2.906 3.310 -4.066
H -0.379 2.379 -4.766
H -2.275 -1.403 -2.453
H -0.868 -0.397 -2.904
H 0.472 -1.528 -1.449
H -0.593 -1.258 0.057
H -1.332 -4.721 -2.126
H -4.254 2.157 -2.617
H -4.896 0.044 -2.271
H -2.046 0.158 0.713
H -4.238 -1.233 1.228
H -2.732 -1.996 0.621
H -4.255 -1.923 -1.869
H -3.442 -3.958 0.234
H -5.157 -4.245 -0.304
H -3.843 -4.183 -1.564
H -6.284 -2.463 -1.360
H -3.893 1.315 1.822
H -3.831 2.923 -0.719
H -4.972 4.710 0.438
H -0.563 5.010 -0.333
H -1.541 3.941 1.953
H -0.062 3.220 1.390
H -1.608 2.439 3.623
H -1.953 1.025 2.583
H 0.857 1.122 2.192
H -0.042 0.350 3.629
C 6.299 -3.653 0.001
C 4.825 -3.596 0.299
O 4.157 -2.592 0.078
N 4.236 -4.700 0.830
C 4.847 -5.971 1.162
H 6.619 -2.698 -0.417
H 6.862 -3.835 0.919
H 6.504 -4.437 -0.731
H 3.248 -4.584 1.002
H 4.343 -6.754 0.591
H 4.698 -6.156 2.227
H 5.911 -5.988 0.937
*
```

=====

Here is a structure of composition C17H22PReS4Sb from the OMol25 dataset. Energies are from wB97M-V/def2-TZVPD.

```
! wB97M-V def2-TZVPD RIJCOSX def2/J DEFGRID3
* xyz 3 1
Re 0.862 -1.777 0.047
S 3.573 -5.922 -2.831
Sb 1.516 -6.168 -2.328
S 0.410 -3.188 1.450
S 1.012 -2.713 -1.798
S -0.495 -6.601 -1.749
C -2.595 -1.505 0.238
P -1.243 -0.374 -0.119
C -1.280 0.139 -1.821
C -2.428 -0.059 -2.589
C -2.449 0.385 -3.903
C -1.335 1.006 -4.450
C -0.185 1.194 -3.689
C -0.155 0.763 -2.376
C -1.255 0.986 1.021
C -2.115 0.948 2.127
C -2.192 2.044 2.970
C -1.413 3.167 2.725
C -0.564 3.212 1.623
C -0.485 2.130 0.767
H -3.540 -0.976 0.091
H -2.537 -1.850 1.267
H -2.552 -2.355 -0.442
H -3.308 -0.535 -2.178
H -3.343 0.252 -4.497
H -1.362 1.352 -5.474
H 0.678 1.683 -4.121
H 0.745 0.929 -1.788
H -2.730 0.084 2.339
H -2.869 2.024 3.813
H -1.477 4.021 3.388
H 0.015 4.103 1.420
H 0.130 2.207 -0.119
C 1.568 -0.027 2.571
C 2.357 0.230 1.284
C 3.720 0.878 1.622
C 2.722 -1.033 0.460
H 1.347 0.927 3.050
H 2.150 -0.634 3.266
H 0.598 -0.513 2.429
H 1.819 0.944 0.649
H 4.310 0.201 2.239
H 3.532 1.794 2.183
H 4.288 1.132 0.728
H 3.369 -1.723 1.001
H 3.184 -0.783 -0.498
*
```

=====

Here is a cluster of 3 separate species, C31H70N11O8P2S in total from the OMol25 dataset. Energies are from wB97M-V/def2-TZVPD.

```
! wB97M-V def2-TZVPD RIJCOSX def2/J DEFGRID3
* xyz 1 1
C -6.038 -2.905 -2.908
C -5.046 -2.642 -3.933
C -3.570 -2.039 -3.560
N -3.516 -0.688 -4.221
C -3.710 0.437 -3.510
N -3.706 1.702 -4.234
C -5.027 2.108 -4.800
C -2.907 2.802 -3.638
C -1.670 3.067 -4.677
N -1.068 4.425 -4.583
C -2.433 2.598 -2.080
N -0.913 2.582 -2.182
C -0.327 2.629 -1.023
O 0.193 2.748 0.120
S -3.019 4.142 -1.220
C -4.848 4.489 -1.388
O -2.336 5.309 -1.953
O -2.669 4.303 0.231
C -2.863 1.194 -1.423
C -3.088 1.199 0.185
O -3.071 -0.210 0.631
C -1.743 -0.413 1.245
C -1.418 -1.985 1.496
O -0.396 -2.200 2.495
C -0.929 -2.782 3.717
C -1.159 -1.691 4.888
N -3.982 0.452 -2.063
C -5.349 0.864 -1.696
C -5.989 -0.347 -0.623
C -7.003 0.271 0.580
O -7.494 -0.565 -0.705
H -5.843 -3.631 -2.043
H -7.053 -2.367 -2.951
H -5.361 -2.894 -5.019
H -3.366 -2.023 -2.435
H -2.824 -2.706 -4.157
H -3.386 -0.584 -5.249
H -4.882 3.133 -5.334
H -5.871 2.262 -4.039
H -5.286 1.364 -5.648
H -3.557 3.767 -3.732
H -0.912 2.204 -4.724
H -2.192 3.048 -5.725
H -0.369 4.506 -3.832
H -1.793 5.155 -4.537
H -5.418 3.945 -0.542
H -4.958 5.629 -1.174
H -5.269 4.291 -2.438
H -1.939 0.489 -1.560
H -2.198 1.685 0.761
H -4.018 1.770 0.536
H -0.894 -0.031 0.540
H -1.625 0.196 2.234
H -1.025 -2.392 0.483
H -2.422 -2.503 1.704
H -0.111 -3.512 4.110
H -1.875 -3.416 3.577
H -0.125 -1.419 5.343
H -1.661 -0.736 4.497
H -1.857 -2.194 5.666
H -6.143 0.763 -2.542
H -5.468 1.818 -1.080
H -5.263 -1.272 -0.325
H -7.356 1.346 0.387
H -7.367 -0.420 1.422
O 2.628 2.413 -6.264
P 3.933 2.715 -5.498
N 3.124 3.608 -4.267
C 2.236 4.717 -4.597
C 2.429 2.723 -3.328
N 4.626 3.682 -6.719
C 4.719 5.126 -6.709
C 4.417 3.226 -8.094
N 5.460 3.009 -4.614
C 6.146 1.742 -4.337
C 5.640 3.907 -3.478
H 1.833 5.172 -3.686
H 1.393 4.409 -5.223
H 2.767 5.523 -5.096
H 3.118 1.965 -2.940
H 1.588 2.206 -3.804
H 2.053 3.278 -2.461
H 3.778 5.594 -7.020
H 5.498 5.466 -7.400
H 4.999 5.526 -5.735
H 3.434 3.529 -8.472
H 4.486 2.137 -8.156
H 5.182 3.627 -8.764
H 5.635 1.181 -3.547
H 7.186 1.905 -4.041
H 6.166 1.119 -5.238
H 5.199 3.508 -2.558
H 5.226 4.899 -3.658
H 6.709 4.063 -3.292
O 1.737 -3.445 7.933
P 3.018 -4.251 8.237
N 3.364 -4.521 6.572
C 2.370 -5.101 5.679
C 3.916 -3.322 5.933
N 2.221 -5.550 9.004
C 1.977 -6.855 8.428
C 1.098 -5.192 9.870
N 4.518 -5.144 8.625
C 5.391 -4.334 9.483
C 5.340 -5.898 7.686
H 2.778 -5.215 4.669
H 1.461 -4.494 5.608
H 2.096 -6.108 5.980
H 4.771 -2.947 6.505
H 3.173 -2.519 5.869
H 4.283 -3.539 4.925
H 1.103 -6.848 7.767
H 1.787 -7.592 9.215
H 2.830 -7.239 7.870
H 0.182 -5.028 9.292
H 1.316 -4.280 10.431
H 0.904 -5.974 10.609
H 5.856 -3.520 8.917
H 6.175 -4.941 9.944
H 4.810 -3.891 10.300
H 5.915 -5.246 7.019
H 4.756 -6.587 7.076
H 6.054 -6.524 8.234
*
```

=====

| no. | E (eV) |
| --- | --- |
| 1 | -97003.533 |
| 2 | -27661.135 |
| 3 | -110019.850 |
| 4 | -79253.547 |
| 5 | -95439.267 |